# 1
C4H9N2O | the ωB97M-V functional and the def2-TZVPD basis

Element x y z (Å)
C1 -1.021 -0.030 -1.302
C2 -0.281 0.612 -0.221
C3 1.150 0.746 -0.058
N1 1.353 1.294 1.177
C4 0.189 1.598 1.725
N2 -0.802 1.116 0.927
H1 -1.662 -0.871 -1.047
H2 -0.170 -0.367 -1.945
H3 -1.577 0.676 -1.925
H4 1.905 0.097 -0.483
H5 2.289 1.564 1.498
H6 -0.107 2.209 2.580
H7 -1.786 1.128 1.191
H8 -0.615 -3.407 -0.749
H9 0.917 -3.263 -1.001
O1 0.216 -3.101 -0.367

The calculation puts the HOMO energy (spin up / spin down) at -18.123 / -18.115 eV. As for the expectation value of S²: 0.763. Its spin multiplicity is 2. The total energy is -341.8197 Eh. For the HOMO-LUMO gap (spin up / spin down), the calculation gives 8.444 / 4.437 eV. The net charge is +2. The energy above the lowest of the compared OMol25 structures with the same formula, charge and spin comes out at 15.5 kcal per mole.



# 2
C4H9N2O2 | the ωB97M-V functional and the def2-TZVPD basis

Element x y z (Å)
N1 2.454 0.803 1.057
C1 1.074 0.182 1.168
C2 0.546 -0.540 0.073
N2 -0.703 -0.888 -0.255
C3 -1.873 -0.109 0.160
C4 -2.903 0.116 -0.965
O1 -4.122 0.425 -0.508
O2 4.608 -0.192 -0.515
H1 4.841 -1.123 -0.644
H2 3.160 0.271 0.440
H3 2.257 1.634 0.546
H4 0.480 0.558 1.979
H5 1.393 -0.796 -0.634
H6 -2.428 -0.533 1.028
H7 -1.419 0.853 0.461
H8 -2.534 0.846 -1.737
H9 -2.961 -0.866 -1.476

The calculation puts the HOMO energy (spin up / spin down) at -8.468 / -8.980 eV. As for the expectation value of S²: 1.796. Its spin multiplicity is 2. The total energy is -417.5212 Eh. For the HOMO-LUMO gap (spin up / spin down), the calculation gives 5.435 / 7.513 eV. The net charge is 0. The energy above the lowest of the compared OMol25 structures with the same formula, charge and spin comes out at 140.2 kcal per mole.



# 3
C4H9N2O3 | the ωB97M-V functional and the def2-TZVPD basis

Element x y z (Å)
C1 0.612 -0.004 -1.213
C2 0.003 1.214 -1.685
C3 -0.186 0.302 1.085
C4 -0.410 -0.492 2.273
N1 0.259 -0.435 0.011
N2 1.497 -0.673 -1.887
O1 -1.351 1.330 -1.244
O2 -0.316 1.476 0.919
O3 -0.663 -1.828 1.861
H1 0.601 2.056 -1.190
H2 -0.119 1.475 -2.782
H3 -1.332 -0.095 2.822
H4 0.374 -0.468 3.042
H5 0.296 -1.454 0.161
H6 1.535 -0.544 -2.888
H7 1.873 -1.580 -1.491
H8 -1.441 1.813 -0.387
H9 -1.231 -2.094 2.594

The calculation puts the HOMO energy at -14.704 eV. The total energy is -492.7765 Eh. For the HOMO-LUMO gap, the calculation gives 10.132 eV. The SMILES is [NH2+]=C(CO)NC(=O)CO. The net charge is +1. The energy above the lowest of the compared OMol25 structures with the same formula, charge and spin comes out at 18.1 kcal per mole.



# 4
C4H9N2OS | the ωB97M-V functional and the def2-TZVPD basis

Element x y z (Å)
C1 -0.400 -0.815 -0.505
N1 -0.062 -1.827 0.287
C2 -0.805 -3.181 0.151
O1 -1.517 -3.497 -0.835
C3 0.583 0.586 -0.339
C4 0.279 1.314 0.930
S1 0.839 3.018 0.977
N2 0.291 1.256 -1.596
H1 -1.390 -0.328 -0.472
H2 0.037 -0.815 -1.521
H3 0.134 -3.739 0.360
H4 -1.422 -3.146 1.096
H5 1.540 0.104 -0.541
H6 -0.794 1.202 1.164
H7 0.715 0.760 1.774
H8 0.844 2.068 -1.780
H9 -0.689 1.368 -1.801

The calculation puts the HOMO energy at -2.966 eV. The total energy is -740.5767 Eh. For the HOMO-LUMO gap, the calculation gives 3.765 eV. The net charge is -1. The energy above the lowest of the compared OMol25 structures with the same formula, charge and spin comes out at 155.2 kcal per mole.



# 5
C4H9N2OS | the ωB97M-V functional and the def2-TZVPD basis

Element x y z (Å)
C1 1.506 -1.402 -0.179
C2 2.292 -0.258 0.512
C3 -0.222 0.268 -0.008
C4 -1.229 0.317 1.039
N1 0.273 -1.189 -0.447
N2 -0.815 0.784 -1.269
O1 -2.471 0.048 0.442
S1 1.400 1.338 0.329
H1 2.167 -2.235 -0.546
H2 2.598 -0.480 1.552
H3 3.168 -0.105 -0.113
H4 -1.128 1.285 1.529
H5 -1.047 -0.377 1.892
H6 -0.698 0.230 -2.109
H7 -0.355 1.671 -1.591
H8 -1.854 0.721 -0.887
H9 -2.541 -0.909 0.492

The calculation puts the HOMO energy at -13.625 eV. The total energy is -740.4449 Eh. For the HOMO-LUMO gap, the calculation gives 10.152 eV. The SMILES is [NH3+][C@@]1(CO)N=CCS1. The net charge is +1. The energy above the lowest of the compared OMol25 structures with the same formula, charge and spin comes out at 61.6 kcal per mole.



# 6
C4H9N2OS | the ωB97M-V functional and the def2-TZVPD basis

Element x y z (Å)
C1 0.316 -0.762 -1.252
C2 -0.028 0.529 0.904
C3 -0.587 -1.590 -2.174
C4 -0.569 1.723 2.888
N1 1.617 -0.724 -1.573
N2 -0.317 -0.079 -0.173
O1 -0.926 0.970 1.682
S1 3.072 -0.083 -1.203
H1 1.007 0.700 1.148
H2 -1.094 -0.932 -2.896
H3 -1.398 -2.073 -1.565
H4 0.124 -2.167 -2.878
H5 -1.550 2.150 3.379
H6 -0.008 2.656 2.713
H7 0.045 1.254 3.651
H8 1.571 -1.188 -2.485
H9 -1.276 -0.386 -0.164

The calculation puts the HOMO energy (spin up / spin down) at -11.897 / -11.898 eV. The total energy is -740.3932 Eh. For the HOMO-LUMO gap (spin up / spin down), the calculation gives 7.009 / 7.011 eV. The SMILES is CO/C=[NH+]/C(C)=[NH+]\[S-]. The net charge is +1. The energy above the lowest of the compared OMol25 structures with the same formula, charge and spin comes out at 94.0 kcal per mole.



Q: What is the formula in the sixth record?
A: C4H9N2OS